This record from the OMol25 dataset describes a 2-piece molecular cluster, C3H6O2 overall. The level of theory is ωB97M-V/def2-TZVPD.

Structure (XYZ):
```
11
Properties=species:S:1:pos:R:3:forces:R:3:nbo_charge:R:1
C -1.61596 0.56110 0.12270 -0.152 0.278 -0.236 -0.838
C 0.27841 -1.35139 0.66921 0.272 -0.030 -0.239 0.141
O 1.28312 -0.48866 0.80475 0.032 -0.217 0.132 -0.541
C 1.95333 0.04562 -0.30907 -0.097 -0.006 -0.657 0.648
O 1.57527 -0.03427 -1.43262 0.188 0.052 0.653 -0.506
H -1.00965 0.67865 -0.78088 -0.139 -0.036 0.189 0.217
H -2.64693 0.33225 -0.15391 0.106 0.128 0.012 0.222
H -1.56734 1.47231 0.72302 -0.066 -0.089 -0.103 0.217
H 0.13554 -1.48669 -0.43177 0.072 -0.061 0.187 0.090
H -1.25481 -0.26202 0.74268 -0.121 -0.033 0.123 0.211
H 2.86902 0.53310 0.04589 -0.094 0.012 -0.059 0.140
```
Positions in Å, forces in eV/Å.

As for the charge: 0. Its energy relative to the best compared isomer or geometry (same formula, charge and spin) is 97.24 kcal/mol. For the molecular weight, the calculation gives 74.1 u.


This record from the OMol25 dataset describes the molecule C4H10N2OS in a non-equilibrium geometry. The level of theory is ωB97M-V/def2-TZVPD.

Structure (XYZ):
```
18
Properties=species:S:1:pos:R:3:forces:R:3:nbo_charge:R:1
C -0.38356 1.81436 -0.10283 -3.194 0.315 1.419 -0.459
N 0.08044 0.96922 0.96269 1.737 -2.308 -0.559 -0.503
C -0.72469 -0.29626 1.09870 1.764 2.638 -3.334 -0.245
C -0.41667 -1.20590 -0.12196 -2.314 -0.045 3.034 -0.428
C 1.04218 -1.46286 -0.03537 -0.906 -1.543 -3.073 -0.671
S 1.77958 0.12785 0.15533 -0.472 -0.442 1.007 1.985
N 1.96412 0.54853 -1.29921 -1.149 -1.822 1.379 -1.122
O 2.79500 -0.04186 1.20087 -0.791 1.162 -1.039 -0.896
H -1.46346 2.22751 -0.09388 1.246 -0.997 1.040 0.199
H 0.18772 2.64394 -0.00430 1.794 2.834 -0.311 0.204
H -0.34931 1.44810 -1.05838 0.605 -1.218 -2.496 0.196
H -1.66068 0.10052 1.31016 -2.376 0.133 -0.398 0.209
H -0.43221 -0.70144 1.96799 1.324 -1.967 3.084 0.191
H -1.11581 -2.01911 0.02434 0.509 -1.057 -0.075 0.225
H -0.78680 -0.77107 -0.98246 -0.169 1.207 -2.037 0.216
H 1.19586 -2.13482 0.75572 0.744 -0.367 1.488 0.246
H 1.35358 -2.03339 -0.97859 0.173 1.372 1.215 0.268
H 2.54224 1.29350 -1.49815 1.475 2.104 -0.345 0.384
```
Positions in Å, forces in eV/Å.

As for the charge: 0. Its energy relative to the best compared isomer or geometry (same formula, charge and spin) is 111.11 kcal/mol. For the molecular weight, the calculation gives 134.2 u. Its SMILES is CN1CCC[S@]1(=N)=O.


This record from the OMol25 dataset describes C46H36BrFN6PSTl as an isolated structure. The level of theory is ωB97M-V/def2-TZVPD.

Structure (XYZ):
```
93
Properties=species:S:1:pos:R:3:forces:R:3:lowdin_charge:R:1
Tl -0.82780 -0.44723 0.99389 -0.096 -0.164 0.161 0.606
N 3.90025 2.01482 1.57637 0.010 0.060 -0.015 0.017
C 2.74058 1.74465 0.86751 0.198 -0.267 -0.064 -0.908
S 1.38818 2.71772 1.23411 -0.126 0.004 0.025 0.538
N 2.90727 0.73331 0.03135 -0.164 0.095 -0.018 -0.020
N 1.78875 0.34609 -0.64649 0.093 0.142 0.049 0.050
C 1.95263 -0.69004 -1.38794 -0.174 -0.095 -0.061 -0.235
C 3.23618 -1.44675 -1.45960 0.067 0.001 0.006 -0.201
C 3.97546 -1.47052 -2.63584 -0.004 0.027 -0.041 -0.043
C 5.15990 -2.19108 -2.71687 0.017 -0.019 0.015 -0.109
C 5.60917 -2.90756 -1.61731 0.010 -0.017 -0.009 -0.121
C 4.86790 -2.89668 -0.44084 0.041 -0.020 0.004 -0.087
C 3.69280 -2.16913 -0.36000 -0.039 0.018 0.027 -0.018
C 0.80654 -1.23825 -2.16165 0.122 0.071 0.120 -0.236
C 0.82891 -2.58171 -2.55641 -0.061 -0.007 -0.010 -0.018
C -0.25103 -3.10431 -3.23889 0.025 -0.016 -0.035 -0.112
C -1.32876 -2.27998 -3.52278 -0.031 0.031 -0.009 -0.097
C -1.26201 -0.96294 -3.09521 0.030 -0.049 0.052 -0.154
N -0.23270 -0.44451 -2.43842 0.031 0.018 0.014 0.124
H 3.94299 2.94296 1.95921 0.021 -0.002 0.016 0.042
H 4.73862 1.63854 1.16005 -0.004 -0.006 0.005 0.068
H 3.61673 -0.91693 -3.49659 -0.011 0.018 0.011 0.114
H 5.72711 -2.19399 -3.64067 0.013 -0.006 0.003 0.087
H 6.52981 -3.47661 -1.67519 0.008 -0.003 -0.005 0.085
H 5.20683 -3.45901 0.42099 0.006 -0.004 -0.001 0.096
H 3.11221 -2.15770 0.55383 -0.030 -0.014 0.008 0.107
H 1.66801 -3.21141 -2.29693 0.005 0.024 0.013 0.114
H -0.25653 -4.14849 -3.52887 -0.022 0.007 0.017 0.099
H -2.20556 -2.64402 -4.04239 -0.012 -0.004 -0.004 0.092
H -2.09197 -0.28818 -3.28358 -0.062 0.031 -0.023 0.090
Br -2.00190 -3.79701 -0.16397 -0.035 -0.020 -0.004 0.711
C -1.58453 -4.64020 1.49543 0.063 0.061 0.044 -0.605
C -2.30435 -5.75025 1.83083 -0.039 -0.016 -0.030 -0.176
C -2.02452 -6.41629 3.04338 -0.014 -0.015 0.018 -0.125
C -1.03575 -5.95098 3.85842 0.008 -0.017 0.014 -0.073
C -0.27994 -4.80207 3.51197 0.077 -0.026 0.086 -0.191
C 0.74737 -4.33305 4.36277 -0.021 0.023 0.002 -0.082
C 1.45597 -3.21826 4.00969 0.001 -0.069 -0.003 -0.103
C 1.16027 -2.53473 2.81094 0.044 0.011 0.000 -0.194
C 0.17262 -2.90984 1.91645 0.004 0.245 0.125 -0.193
C -0.54193 -4.08978 2.30279 -0.078 0.008 -0.240 -0.258
H -3.08086 -6.11219 1.16968 0.006 0.003 0.009 0.076
H -2.59996 -7.29336 3.31729 -0.005 -0.007 -0.003 0.084
H -0.81120 -6.45374 4.79434 0.003 -0.007 0.003 0.095
H 0.94096 -4.85660 5.29374 0.001 -0.006 0.004 0.090
H 2.23183 -2.83952 4.66862 0.008 0.005 0.006 0.090
H 1.73458 -1.62499 2.63021 -0.015 0.019 -0.038 0.072
N -2.49775 2.80309 -1.97681 0.014 0.241 -0.098 -0.142
P -1.06107 2.71101 -0.98549 0.310 -0.133 -0.187 1.016
C -1.02279 4.48095 -0.46030 -0.104 -0.060 0.154 -0.378
C -0.80522 5.56923 -1.30027 -0.023 -0.035 -0.033 -0.100
C -0.86478 6.86559 -0.80977 0.006 0.023 -0.021 -0.108
C -1.13647 7.08883 0.53346 0.001 0.049 -0.002 -0.116
C -1.34353 6.01189 1.38232 -0.001 -0.032 0.028 -0.092
C -1.28440 4.71645 0.88782 0.010 0.080 -0.002 -0.133
C 0.16327 2.81971 -2.37000 -0.092 -0.003 0.009 -0.367
C 1.45722 3.28401 -2.13520 0.056 0.043 0.061 -0.126
C 2.40517 3.28582 -3.14472 0.027 0.003 -0.072 -0.091
C 2.08417 2.82410 -4.41540 0.027 -0.007 0.007 -0.117
C 0.80286 2.35696 -4.66112 -0.007 -0.019 -0.024 -0.107
C -0.14322 2.35266 -3.64498 -0.036 0.047 -0.004 -0.125
C -3.46614 1.83184 -2.01747 -0.046 -0.028 0.049 -0.419
C -4.31753 1.71379 -3.13507 0.044 -0.070 0.089 -0.051
C -5.24392 0.69370 -3.14572 -0.046 0.003 -0.041 -0.112
C -5.31927 -0.18516 -2.06926 0.017 0.017 0.003 -0.100
C -4.45269 0.03193 -1.00939 0.045 0.015 -0.090 -0.151
N -3.56454 1.01760 -0.96822 -0.023 -0.018 -0.026 0.102
H -2.49130 3.42851 -2.77047 -0.047 -0.034 -0.014 0.089
H -0.57031 5.40124 -2.34555 0.010 -0.006 -0.012 0.099
H -0.68782 7.70222 -1.47615 -0.002 0.011 0.004 0.089
H -1.17332 8.10116 0.91957 0.001 -0.001 -0.003 0.088
H -1.53515 6.17544 2.43573 0.000 0.006 0.001 0.098
H -1.41602 3.87264 1.55499 -0.009 -0.032 0.005 0.094
H 1.73016 3.61101 -1.13847 -0.037 0.018 -0.023 0.042
H 3.40764 3.63777 -2.93045 0.000 -0.013 0.000 0.096
H 2.83160 2.81351 -5.20059 -0.002 0.006 -0.002 0.086
H 0.53733 1.96893 -5.63802 0.014 0.008 -0.011 0.090
H -1.12712 1.95009 -3.84880 -0.006 -0.031 -0.010 0.079
H -4.21914 2.39748 -3.96951 0.002 0.003 -0.011 0.097
H -5.89996 0.57455 -4.00107 0.000 -0.010 0.008 0.093
H -6.01671 -1.01079 -2.04977 -0.010 0.002 -0.016 0.087
H -4.45948 -0.62724 -0.14792 0.005 -0.004 0.041 0.104
F -0.90937 0.07033 7.64158 -0.001 0.002 -0.006 -0.019
C -0.93363 0.06216 6.26395 0.010 0.003 0.028 -0.315
C -1.86092 -0.72561 5.61859 0.027 0.040 0.031 -0.062
C -1.85791 -0.72098 4.22368 -0.030 -0.060 -0.108 -0.176
C -0.97532 0.03769 3.44455 0.069 -0.108 0.088 -0.309
C -0.06719 0.81260 4.17900 0.039 0.139 -0.060 -0.165
C -0.02740 0.83751 5.57380 -0.087 -0.045 0.037 -0.056
H -2.54749 -1.33619 6.19453 -0.006 -0.004 0.007 0.096
H -2.57918 -1.37689 3.73447 -0.003 -0.010 -0.018 0.077
H 0.65000 1.43902 3.65229 -0.003 -0.051 -0.014 0.029
H 0.68953 1.44164 6.11817 0.020 0.013 0.010 0.096
```
Positions in Å, forces in eV/Å.

As for the charge: -2. Its energy relative to the best compared isomer or geometry (same formula, charge and spin) is 0.00 kcal/mol. For the molecular weight, the calculation gives 1039.2 u.


This record from the OMol25 dataset describes C5H13AgO2 as an isolated structure in a non-equilibrium geometry. The level of theory is ωB97M-V/def2-TZVPD.

Structure (XYZ):
```
21
Properties=species:S:1:pos:R:3:forces:R:3:nbo_charge:R:1
C 2.79076 -0.85195 0.17078 0.498 0.739 0.259 -0.241
O 1.44745 -0.51216 -0.03392 -0.879 2.973 -0.692 -0.649
C 1.10946 0.95538 -0.51651 1.829 -0.429 2.543 -0.049
H 2.85860 -1.94937 0.15402 0.041 0.380 -0.014 0.193
H 3.46219 -0.42649 -0.59479 -0.251 -0.224 0.139 0.182
H 3.09353 -0.46921 1.16054 0.266 -0.215 -0.218 0.163
H 1.43303 1.49313 0.39441 0.003 -0.026 -0.161 0.169
H 1.78404 1.35712 -1.28942 -0.341 -1.013 -0.167 0.213
C -2.52070 -1.04219 1.01376 -0.236 0.162 0.223 -0.247
O -1.50502 -0.52201 0.18340 -0.831 0.528 0.475 -0.595
C -1.34745 0.88480 0.28472 0.083 0.188 0.186 -0.052
C -0.33468 1.37243 -0.73308 -0.343 -0.957 -0.920 -0.469
H -2.53620 -2.12998 0.87836 -0.066 0.277 0.012 0.193
H -2.31606 -0.81030 2.07024 -0.082 -0.065 -0.156 0.174
H -3.49581 -0.61707 0.73170 0.128 -0.144 0.110 0.179
H -1.02972 1.14675 1.30933 -0.094 -0.077 -0.129 0.166
H -2.32419 1.35935 0.09406 0.200 -0.055 0.054 0.180
H -0.36747 2.47038 -0.72788 0.236 -0.142 0.135 0.225
H -0.65161 1.04619 -1.73539 0.002 0.070 0.383 0.260
Ag -0.05686 -2.00110 -0.55477 0.312 -0.685 -2.265 0.661
H 0.50671 -0.75372 -2.25954 -0.476 -1.285 0.202 -0.654
```
Positions in Å, forces in eV/Å.

As for the charge: 0. For the molecular weight, the calculation gives 213.0 u.


This record from the OMol25 dataset describes a 10-piece molecular cluster, H20O10 overall in a non-equilibrium geometry. The level of theory is ωB97M-V/def2-TZVPD.

Structure (XYZ):
```
30
Properties=species:S:1:pos:R:3:forces:R:3:nbo_charge:R:1
O -0.20241 -1.09618 -0.86165 -3.481 2.071 2.300 -0.923
H -0.76842 -1.90185 -0.85630 0.927 1.346 0.067 0.483
H 0.65806 -1.33835 -0.62060 1.457 -0.810 0.364 0.453
O 0.39404 -2.88592 -1.85468 1.862 -2.162 -4.058 -0.974
H 0.69007 -3.36324 -1.09665 0.852 -0.926 0.336 0.471
H 1.08472 -2.91919 -2.59703 -1.324 -0.333 1.839 0.505
O -0.23245 0.16070 -2.97338 -5.008 2.134 -1.852 -0.935
H -0.05168 -0.62211 -2.55731 0.959 -2.681 2.583 0.472
H -0.78906 -0.22016 -3.68004 0.302 1.021 -0.001 0.454
O -2.40560 2.67724 1.62051 0.034 1.545 1.317 -0.908
H -2.00469 3.08757 2.40437 -1.303 0.749 0.321 0.445
H -1.59568 2.23785 1.44265 0.256 -1.784 -1.554 0.459
O 2.36310 0.78293 0.56242 2.185 2.713 0.520 -0.907
H 1.73213 1.49269 0.69286 0.266 0.586 0.137 0.462
H 1.77576 0.14589 0.33383 -2.552 -3.447 -1.358 0.446
O -0.50194 0.89744 1.85107 -0.264 -3.153 -1.356 -0.932
H -0.24730 0.13008 2.39223 -0.181 0.856 -0.106 0.491
H -0.27655 1.70638 2.21480 1.360 1.825 1.908 0.454
O 2.60445 1.15887 3.10926 -2.774 0.964 1.573 -0.905
H 2.38365 1.94235 3.69439 0.795 -1.198 -0.767 0.456
H 1.67113 0.77836 3.02215 2.198 0.479 -0.133 0.446
O -1.85760 1.84779 -0.90442 -0.560 2.441 -2.278 -0.926
H -2.07343 2.36820 -1.76401 0.653 -1.881 1.745 0.461
H -1.88969 2.62159 -0.31658 -0.209 -0.479 0.182 0.460
O -2.03056 -4.17822 2.92766 -1.278 -2.566 -3.711 -0.917
H -1.91527 -4.01385 1.94141 -0.428 -0.586 1.828 0.463
H -1.63066 -3.44783 3.27181 1.682 3.149 1.886 0.455
O 1.68741 0.23355 -3.82263 1.363 0.483 2.143 -0.947
H 1.37729 0.91274 -3.14175 0.385 -1.905 -1.350 0.493
H 2.05118 0.80471 -4.43438 1.827 1.548 -2.526 0.446
```
Positions in Å, forces in eV/Å.

As for the charge: 0. Its energy relative to the best compared isomer or geometry (same formula, charge and spin) is 187.17 kcal/mol. For the molecular weight, the calculation gives 180.1 u. Its SMILES is O.O.O.O.O.O.O.O.O.O.


This record from the OMol25 dataset describes the molecule CH5FN2 in a non-equilibrium geometry. The level of theory is ωB97M-V/def2-TZVPD.

Structure (XYZ):
```
9
Properties=species:S:1:pos:R:3:forces:R:3:nbo_charge:R:1
C 0.57263 0.86867 -0.32792 0.142 -4.731 -4.657 -0.439
N 0.36666 -0.36882 0.44875 1.979 0.250 0.966 0.099
N -0.91061 -0.47301 0.86505 0.575 -0.587 0.206 -0.598
F 0.66361 -1.55970 -0.46572 -0.517 1.287 -0.016 -0.368
H 1.54007 0.82329 -0.93679 -1.248 -0.230 1.173 0.228
H -0.25023 0.80390 -1.09717 0.593 0.969 0.466 0.168
H 0.58883 1.69183 0.24122 -0.339 2.803 2.362 0.216
H -1.54967 -0.35634 0.11929 -1.086 0.471 -1.308 0.321
H -1.02129 -1.42982 1.15328 -0.099 -0.231 0.808 0.374
```
Positions in Å, forces in eV/Å.

As for the charge: 0. Its energy relative to the best compared isomer or geometry (same formula, charge and spin) is 60.95 kcal/mol. For the molecular weight, the calculation gives 64.1 u. Its SMILES is CN(N)F.


In order of appearance, Kohn-Sham gap = 0.32978, 0.36340, 0.17983, 0.23107, 0.31413, 0.39718 Eh.
In order of appearance, electronic energy = -268.25026, -741.20093, -5688.93782, -495.54833, -764.18365, -250.36515 a.u..